Entry 1:
DFT (ωB97M-V/def2-TZVPD) results for a single C11H13NO3 molecule in a non-equilibrium geometry.

Highest occupied orbital energy (eV): -9.092
Gap between HOMO and LUMO (eV): 9.3
Charge: 0
Structure (SMILES): O=[N+]([O-])[C@H]1CCC[C@@]1(O)c1ccccc1
Energy (eV): -19245.65533
Multiplicity: 1
Energy above the lowest of the compared OMol25 structures with the same formula, charge and spin (kcal/mol): 125.7

Last columns: bonded neighbours and bond lengths (Å).
Geometry (Å):
1 O 1.956 1.582 -1.158  N4 1.193
2 O 0.487 1.316 -2.654  N4 1.216
3 O -1.495 -0.895 -1.440  C6 1.386, H20 1.051
4 N 1.163 0.901 -1.733  O1 1.193, O2 1.216, C15 1.379
5 C -1.824 2.906 0.442  C8 1.366, C10 1.327, H17 1.113
6 C -0.616 -0.580 -0.415  O3 1.386, C9 1.536, C11 1.509, C15 1.890
7 C -0.383 2.139 2.198  C10 1.424, C14 1.355, H23 1.046
8 C -1.634 1.699 -0.169  C5 1.366, C11 1.407, H18 1.079
9 C -0.207 -1.835 0.371  C6 1.536, C13 1.548, H16 1.077, H26 1.137
10 C -1.306 3.074 1.651  C5 1.327, C7 1.424, H24 1.038
11 C -0.727 0.738 0.312  C6 1.509, C8 1.407, C14 1.432
12 C 2.012 -0.921 -0.310  C13 1.563, C15 1.524, H21 1.181, H25 1.072
13 C 1.319 -2.063 0.501  C9 1.548, C12 1.563, H19 1.088, H22 1.067
14 C -0.065 0.988 1.557  C7 1.355, C11 1.432, H27 1.073
15 C 1.018 -0.416 -1.350  N4 1.379, C6 1.890, C12 1.524, H28 1.172
16 H -0.701 -2.588 -0.220  C9 1.077
17 H -2.413 3.753 0.023  C5 1.113
18 H -2.150 1.524 -1.101  C8 1.079
19 H 1.662 -3.061 0.236  C13 1.088
20 H -1.314 -0.199 -2.206  O3 1.051
21 H 1.997 0.072 0.328  C12 1.181
22 H 1.603 -1.959 1.524  C13 1.067
23 H -0.277 2.340 3.220  C7 1.046
24 H -1.315 3.997 2.127  C10 1.038
25 H 2.991 -1.138 -0.689  C12 1.072
26 H -0.613 -1.788 1.432  C9 1.137
27 H 0.464 0.150 1.969  C14 1.073
28 H 1.008 -1.080 -2.315  C15 1.172

Entry 2:
DFT (ωB97M-V/def2-TZVPD) results for a single C11H13PS molecule in a non-equilibrium geometry.

Highest occupied orbital energy (eV): -8.324
Gap between HOMO and LUMO (eV): 6.9
Charge: 0
Structure (SMILES): C=C1C(=C\C)/C=C\C(=S)/C=P\[C@H]1C
Energy (eV): -31737.09135
Multiplicity: 1
Energy above the lowest of the compared OMol25 structures with the same formula, charge and spin (kcal/mol): 82.5

Last columns: bonded neighbours and bond lengths (Å).
Geometry (Å):
1 S -3.920 1.467 -0.458  C10 1.710
2 P -1.538 -2.206 -0.033  C3 1.913, C6 1.630
3 C 0.030 -1.361 0.664  P2 1.913, C9 1.581, C13 1.540, H17 1.076
4 C -1.968 1.018 1.231  C8 1.322, C10 1.502, H24 1.120
5 C 1.203 2.005 0.043  C7 1.365, C11 1.544, H19 1.080
6 C -2.550 -0.989 -0.422  P2 1.630, C10 1.481, H25 1.149
7 C 0.249 1.067 0.316  C5 1.365, C8 1.428, C13 1.465
8 C -0.690 1.336 1.357  C4 1.322, C7 1.428, H26 1.063
9 C 1.090 -2.525 0.808  C3 1.581, H16 1.150, H18 1.127, H22 1.102
10 C -2.686 0.404 0.063  S1 1.710, C4 1.502, C6 1.481
11 C 2.297 1.709 -1.005  C5 1.544, H14 1.092, H15 1.187, H21 1.101
12 C 0.491 -0.462 -1.633  C13 1.322, H20 1.105, H23 1.069
13 C 0.377 -0.240 -0.334  C3 1.540, C7 1.465, C12 1.322
14 H 2.027 1.806 -2.059  C11 1.092
15 H 3.354 2.246 -0.953  C11 1.187
16 H 2.135 -2.098 1.025  C9 1.150
17 H -0.224 -0.879 1.591  C3 1.076
18 H 1.313 -3.012 -0.184  C9 1.127
19 H 1.088 2.966 0.522  C5 1.080
20 H 0.552 -1.532 -1.899  C12 1.105
21 H 2.503 0.643 -0.825  C11 1.101
22 H 0.600 -3.341 1.365  C9 1.102
23 H 0.770 0.234 -2.396  C12 1.069
24 H -2.762 1.211 1.996  C4 1.120
25 H -3.520 -1.317 -0.942  C6 1.149
26 H -0.221 1.846 2.162  C8 1.063

Entry 3:
DFT (ωB97M-V/def2-TZVPD) results for a single C11H13PS molecule in a non-equilibrium geometry.

Highest occupied orbital energy (eV): -8.220
Gap between HOMO and LUMO (eV): 8.8
Charge: 0
Structure (SMILES): CC1=CCC[P@]1(=S)c1ccccc1
Energy (eV): -31739.81145
Multiplicity: 1
Energy above the lowest of the compared OMol25 structures with the same formula, charge and spin (kcal/mol): 19.8

Last columns: bonded neighbours and bond lengths (Å).
Geometry (Å):
1 S -0.341 1.582 -2.528  P2 1.967
2 P -0.248 0.248 -1.085  S1 1.967, C6 2.197, C7 1.897, C11 1.809
3 C 1.155 0.016 1.488  C7 1.446, C9 1.358, H15 1.048
4 C -1.737 -1.751 -1.939  C8 1.528, C11 1.491, H17 1.006, H18 1.038
5 C 2.215 1.301 -0.331  C7 1.375, C10 1.412, H20 1.077
6 C -2.151 -0.214 -0.089  P2 2.197, C8 1.328, C12 1.509
7 C 1.162 0.556 0.147  P2 1.897, C3 1.446, C5 1.375
8 C -2.580 -1.278 -0.756  C4 1.528, C6 1.328, H23 1.009
9 C 2.110 0.506 2.319  C3 1.358, C13 1.377, H22 1.071
10 C 3.346 1.494 0.492  C5 1.412, C13 1.381, H19 1.027
11 C -0.301 -1.467 -1.659  P2 1.809, C4 1.491, H14 1.090, H26 1.110
12 C -2.786 0.579 1.027  C6 1.509, H16 1.091, H21 1.136, H24 0.994
13 C 3.219 1.157 1.825  C9 1.377, C10 1.381, H25 1.056
14 H -0.013 -2.078 -0.804  C11 1.090
15 H 0.513 -0.702 1.900  C3 1.048
16 H -3.069 1.487 0.493  C12 1.091
17 H -1.923 -2.716 -2.154  C4 1.006
18 H -2.085 -1.177 -2.732  C4 1.038
19 H 4.186 1.970 0.143  C10 1.027
20 H 2.179 1.698 -1.331  C5 1.077
21 H -1.996 0.572 1.843  C12 1.136
22 H 1.972 -0.017 3.244  C9 1.071
23 H -3.405 -1.847 -0.642  C8 1.009
24 H -3.574 0.031 1.287  C12 0.994
25 H 3.887 1.698 2.438  C13 1.056
26 H 0.265 -1.647 -2.596  C11 1.110

Entry 4:
DFT (ωB97M-V/def2-TZVPD) results for a single C11H13PS molecule in a non-equilibrium geometry.

Highest occupied orbital energy (eV): -8.653
Gap between HOMO and LUMO (eV): 9.4
Charge: 0
Structure (SMILES): C[C@@H]1CC=C[P@@]1(=S)c1ccccc1
Energy (eV): -31740.27724
Multiplicity: 1
Energy above the lowest of the compared OMol25 structures with the same formula, charge and spin (kcal/mol): 9.0

Last columns: bonded neighbours and bond lengths (Å).
Geometry (Å):
1 S 2.020 1.528 1.764  P2 1.969
2 P 1.099 0.317 0.514  S1 1.969, C10 1.887, C11 2.052, C12 1.821
3 C 1.153 -1.773 2.300  C10 1.564, H18 1.179, H20 1.112, H25 1.140
4 C 1.691 -2.323 -0.246  C7 1.495, C10 1.536, H15 1.042, H16 1.022
5 C -1.276 0.692 -1.347  C6 1.428, C11 1.373, H14 1.030
6 C -2.420 1.391 -1.836  C5 1.428, C13 1.388, H19 1.020
7 C 2.178 -1.363 -1.284  C4 1.495, C12 1.335, H26 1.043
8 C -2.376 2.724 0.246  C9 1.350, C13 1.434, H21 1.121
9 C -1.242 2.096 0.621  C8 1.350, C11 1.408, H17 1.100
10 C 0.863 -1.536 0.781  P2 1.887, C3 1.564, C4 1.536, H23 1.224
11 C -0.662 1.102 -0.189  P2 2.052, C5 1.373, C9 1.408
12 C 1.954 -0.069 -1.048  P2 1.821, C7 1.335, H22 1.118
13 C -2.973 2.354 -1.005  C6 1.388, C8 1.434, H24 1.006
14 H -1.006 -0.151 -1.874  C5 1.030
15 H 1.076 -3.091 -0.590  C4 1.042
16 H 2.493 -2.881 0.053  C4 1.022
17 H -0.874 2.374 1.620  C9 1.100
18 H 0.135 -1.822 2.891  C3 1.179
19 H -2.835 1.010 -2.686  C6 1.020
20 H 1.906 -1.000 2.568  C3 1.112
21 H -2.979 3.424 0.880  C8 1.121
22 H 2.141 0.749 -1.788  C12 1.118
23 H -0.300 -1.876 0.608  C10 1.224
24 H -3.884 2.736 -1.191  C13 1.006
25 H 1.602 -2.815 2.407  C3 1.140
26 H 2.517 -1.797 -2.170  C7 1.043

> What is the formula in the first record?

C11H13NO3